No. 1
ORCA calculation (ωB97M-V with the def2-TZVPD basis set) on a cluster of 5 separate species, H10O5 in total.

```
! wB97M-V def2-TZVPD RIJCOSX def2/J DEFGRID3
* xyz 0 1
O 4.792 1.866 2.239
H 4.861 1.155 1.603
H 3.914 1.775 2.607
O 0.670 2.202 3.511
H 0.008 1.747 4.032
H 0.281 3.055 3.320
O -2.038 -0.185 -3.469
H -1.409 0.525 -3.596
H -2.777 0.045 -4.032
O -2.607 -4.060 -2.561
H -2.622 -3.115 -2.709
H -3.363 -4.228 -1.999
O 0.437 -0.424 0.249
H 0.219 0.010 1.075
H -0.366 -0.369 -0.270
*
```

Properties
LUMO level (eV): 0.39
DFT total energy (eV): -10399.50400
Energy relative to the best compared isomer or geometry (same formula, charge and spin) (kJ/mol): 129.8
Orbital gap (hartree): 0.4281
SMILES: O.O.O.O.O

No. 2
ORCA calculation (ωB97M-V with the def2-TZVPD basis set) on a cluster of 5 separate species, H10O5 in total.

```
! wB97M-V def2-TZVPD RIJCOSX def2/J DEFGRID3
* xyz 0 1
O 0.066 -2.185 1.531
H 0.318 -1.626 0.797
H 0.267 -1.665 2.309
O -2.504 -1.578 -1.175
H -3.339 -1.112 -1.133
H -2.731 -2.493 -1.012
O 1.719 1.715 -1.186
H 2.020 1.899 -2.076
H 2.335 2.183 -0.623
O 0.512 1.762 1.878
H 0.203 1.168 1.195
H 1.220 2.256 1.465
O 0.071 -0.234 -0.300
H 0.547 0.381 -0.859
H -0.703 -0.472 -0.810
*
```

Properties
LUMO level (eV): 0.20
DFT total energy (eV): -10400.00962
Energy relative to the best compared isomer or geometry (same formula, charge and spin) (kJ/mol): 81.0
Orbital gap (hartree): 0.3868
SMILES: O.O.O.O.O

No. 3
ORCA calculation (ωB97M-V with the def2-TZVPD basis set) on a cluster of 5 separate species, H10O5 in total.

```
! wB97M-V def2-TZVPD RIJCOSX def2/J DEFGRID3
* xyz 0 1
O -0.214 0.338 -0.971
H -0.409 -0.429 -1.534
H -0.996 0.601 -0.390
O 4.515 0.509 -1.696
H 3.641 0.700 -1.451
H 4.642 -0.080 -0.897
O -3.766 -3.370 -0.389
H -3.613 -2.417 -0.328
H -4.645 -3.343 -0.138
O -2.992 3.640 0.670
H -2.312 3.459 0.016
H -3.851 3.142 0.467
O 3.545 -1.161 1.997
H 3.004 -0.453 1.630
H 3.451 -1.137 3.017
*
```

Properties
LUMO level (eV): -0.10
DFT total energy (eV): -10398.76356
Energy relative to the best compared isomer or geometry (same formula, charge and spin) (kJ/mol): 201.3
Orbital gap (hartree): 0.4164
SMILES: O.O.O.O.O